ORCA calculation (ωB97M-V/def2-TZVPD) on a cluster of 2 separate species, C5H7NO in total at a distorted geometry.

The geometry in ORCA input format:
```
! RIJCOSX wB97M-V def2-TZVPD def2/J DEFGRID3
* xyz 0 1
C 1.11 0.97 0.75
C -0.32 0.55 0.67
C -0.99 0.21 -0.45
C -0.39 0.24 -1.81
O 0.72 0.66 -2.05
C 0.25 -2.21 1.57
N -0.27 -2.38 0.52
H 1.77 0.29 0.20
H 1.45 1.06 1.79
H 1.20 1.94 0.25
H -0.86 0.48 1.61
H -0.61 -1.58 -0.05
H -2.04 -0.07 -0.39
H -1.03 -0.17 -2.62
*
```

Summary:
E_LUMO: -0.54 eV
Kohn-Sham gap: 9.69 eV
relative energy (zero: lowest compared OMol25 entry of this formula, charge and spin): 299.7 kJ/mol